# 1
Computed, not measured: C25H33AlN2 as an isolated structure, with the ωB97M-V functional and the def2-TZVPD basis.

Structure (XYZ):
```
61
Properties=species:S:1:pos:R:3:forces:R:3
Al -0.38651 -2.31075 -0.83079 0.39 -1.85 1.65
N -1.45218 -0.83993 -0.70714 0.34 0.66 1.02
N 1.05910 -1.44300 0.07393 0.13 1.34 0.35
C 3.11078 -0.94605 1.23107 -0.11 -0.42 -0.14
C 2.69001 0.36613 1.47429 0.20 0.22 0.53
C 0.65664 -4.16758 -1.44862 -0.54 -0.51 -0.85
C 0.67933 -0.11417 0.19456 1.93 -0.87 0.84
C 0.12025 -3.23014 -2.44724 -0.54 -1.09 0.60
C -2.70463 2.96911 -1.90953 -0.31 0.27 0.15
C -0.47411 -3.66135 2.36248 0.54 0.92 -2.25
C -0.40948 -5.02575 -1.01281 0.58 0.87 -0.36
C 4.89823 1.50355 1.89891 0.11 0.00 -0.30
C 2.81175 2.58746 2.70372 -0.02 -0.08 -0.11
C -0.62477 0.22333 -0.37062 -2.28 0.10 -0.95
C -2.72584 -0.69371 -1.16903 0.94 0.73 0.12
C 3.48556 1.24333 2.45210 0.33 0.17 -0.07
C -2.80469 2.81475 -3.43276 0.12 -0.21 -0.16
C 1.49959 0.79276 0.87435 -0.98 -0.01 -0.28
C -3.16811 0.56237 -1.48999 -0.15 -0.41 -0.03
C -1.61147 -4.60066 -1.61596 0.38 1.32 -0.35
C -1.07240 1.50287 -0.66440 0.92 -0.46 0.25
C 2.28453 -1.82961 0.55155 -0.58 0.71 -0.15
C -1.71295 4.08553 -1.61854 -0.15 -0.07 0.00
C -1.69617 -3.29818 1.94808 -0.27 0.86 -1.57
C -1.33955 -3.40300 -2.38684 0.34 -1.56 -0.56
C -2.30867 1.64989 -1.29202 -0.11 0.77 -0.78
C -4.07419 3.37831 -1.35906 -0.16 0.11 0.21
C 3.59748 0.52885 3.80927 -0.21 -0.31 0.05
H 4.83280 2.02048 0.92998 0.15 -0.12 0.24
H -2.32456 -3.91939 1.26647 0.42 0.09 1.13
H 2.58319 -2.85958 0.39403 -0.20 0.06 -0.02
H -0.03625 -4.57051 1.92549 -0.25 0.02 1.01
H -2.04721 -2.24123 1.99347 0.14 -0.91 0.65
H -2.07256 -2.84626 -2.96908 0.34 -0.30 -0.06
H 0.24160 -2.86777 2.64806 -0.54 -0.75 0.70
H 2.73921 3.16640 1.78146 -0.04 0.15 0.07
H -0.37533 2.34190 -0.51569 -0.70 -0.40 -0.08
H 0.67057 -2.51550 -3.04886 0.00 -0.16 -0.12
H -2.56657 -5.13350 -1.58287 0.29 0.54 0.31
H -0.73491 3.85670 -2.04443 0.07 0.18 0.01
H -0.30209 -5.88212 -0.34173 0.00 0.43 -0.26
H -1.62771 4.25888 -0.54397 0.09 0.16 -0.04
H 4.12326 -0.43161 3.73582 -0.09 0.22 0.08
H 4.07813 -1.29006 1.62063 -0.57 0.06 -0.23
H -2.10413 4.98679 -2.09648 0.27 0.01 0.16
H 1.81944 2.43359 3.12981 -0.07 0.19 0.03
H -3.08623 3.79193 -3.84619 0.04 -0.33 -0.02
H 3.41029 3.15583 3.42323 -0.17 -0.07 -0.18
H -4.85632 2.65029 -1.61560 0.14 0.33 0.08
H -4.33154 4.35372 -1.79518 -0.11 -0.32 0.21
H 5.44677 2.15450 2.59930 -0.20 -0.31 -0.27
H 5.47173 0.57435 1.76289 -0.12 0.30 0.06
H 1.71301 -4.33067 -1.22515 -0.41 0.16 -0.15
H -4.13892 0.67698 -1.98430 0.43 0.04 0.40
H 1.13790 1.82270 0.99958 0.31 -0.58 0.00
H -3.55377 2.06962 -3.73018 0.14 0.23 0.01
H 4.13882 1.16729 4.52236 -0.13 -0.20 -0.29
H 2.59150 0.35259 4.20983 0.21 -0.06 0.08
H -4.01871 3.47535 -0.26501 -0.19 0.06 -0.27
H -3.31788 -1.58899 -1.30941 0.16 -0.01 -0.04
H -1.83104 2.52294 -3.84720 -0.22 0.08 -0.06
```
Positions in Å, forces in eV/Å.

Results
E_LUMO = -7.656 eV
Spin multiplicity = 1
Energy = -1323.85559 Eh
Net charge = +2



# 2
Computed, not measured: C25H33BN9NaO3PSSe2 as an isolated structure, with the ωB97M-V functional and the def2-TZVPD basis.

Structure (XYZ):
```
76
Properties=species:S:1:pos:R:3:forces:R:3
Se -5.57476 1.24768 -0.81216 0.00 -0.01 0.00
Se -0.38085 1.92036 -2.39632 0.03 0.02 -0.03
S -2.04286 -2.24830 1.04267 0.00 -0.03 0.04
P -1.16357 0.24176 1.99127 0.03 0.03 0.07
Na 0.21983 -0.49919 -1.09496 0.01 0.02 -0.12
O -1.85214 -2.70302 2.46037 0.02 0.01 -0.04
O -3.41317 3.43065 0.12350 -0.02 0.05 0.00
O -5.55656 3.82498 -2.64170 0.00 0.03 -0.01
N 2.39637 0.38444 -0.36425 -0.01 -0.01 0.01
N 1.77468 -1.79072 -2.55902 -0.03 0.03 0.05
N 1.91489 -2.37086 1.09073 0.04 0.00 0.04
N 3.09948 -1.79666 -2.27158 0.02 -0.02 0.05
N -1.35701 -0.80359 0.78167 0.01 -0.04 0.01
N 6.02138 -1.97966 -1.34920 0.02 0.00 0.01
N 2.58383 -2.73739 -0.02230 -0.07 0.01 -0.07
N 3.49212 -0.38485 -0.20573 -0.03 0.02 -0.03
N 4.97076 -2.36318 -0.59428 0.04 0.09 -0.03
C 1.42581 -4.51313 0.57799 0.00 0.00 -0.01
C -3.78225 1.34141 -1.68556 0.04 0.02 0.01
C 4.03108 1.59904 0.58947 0.00 -0.02 0.06
C -4.97183 0.62616 4.49506 0.00 0.00 0.02
C -2.62770 0.37144 3.03417 -0.03 0.00 0.01
C 2.30481 -4.01461 -0.35393 -0.02 -0.01 0.01
C 1.21327 -3.43359 1.45555 0.02 0.01 0.00
C -2.10796 2.46938 -3.18092 0.01 -0.03 -0.03
C -3.78066 0.31933 5.14305 -0.02 0.00 0.00
C 1.68104 -1.55246 -3.85594 0.01 0.01 0.00
C -3.34710 2.68968 -2.28231 -0.05 -0.03 -0.01
C -3.03625 3.76139 -1.21136 0.01 0.04 0.00
C 7.09431 -2.48786 -0.76387 -0.01 0.00 0.01
C 0.23146 -0.18086 3.04587 0.00 -0.02 -0.02
C 4.48653 0.31740 0.36977 0.03 0.03 -0.04
C -4.99410 0.79752 3.11884 0.01 0.00 -0.02
C 2.71163 1.58012 0.10781 -0.01 0.00 -0.06
C -0.88397 1.86847 1.32635 0.00 -0.03 0.04
C 5.38482 -3.08592 0.46756 -0.02 -0.06 0.01
C -3.82352 0.67266 2.38750 0.02 -0.02 -0.03
C 6.75543 -3.20047 0.39924 0.00 0.00 -0.01
C 3.82265 -1.55061 -3.38484 0.02 -0.01 0.00
C -4.42909 3.22405 -3.24938 -0.03 -0.02 0.02
C -2.60917 0.18740 4.41382 0.02 0.01 -0.03
C 2.94920 -1.39591 -4.43662 0.00 -0.03 -0.01
B 3.53232 -1.80696 -0.78859 -0.01 -0.08 0.04
H 0.01917 -1.12850 3.54019 0.00 -0.01 0.00
H -1.80723 2.23976 0.86999 0.00 0.04 0.01
H -1.68698 -0.07215 4.91834 0.00 0.00 0.00
H 8.06828 -2.32475 -1.19981 0.01 0.00 0.00
H -0.11893 1.84086 0.55167 -0.01 0.00 -0.04
H -4.28753 2.99235 0.07960 -0.02 -0.04 0.01
H -3.98269 3.99698 -3.88432 0.00 0.00 0.00
H 4.67624 -3.46229 1.18659 0.00 0.01 0.01
H -3.52822 4.69773 -1.49982 0.04 0.01 -0.02
H 0.55012 -3.37833 2.30428 -0.01 0.00 0.03
H -3.02478 1.00803 -0.97466 -0.01 -0.01 0.00
H -4.73842 2.39618 -3.90492 0.00 0.00 0.00
H -0.58622 2.53375 2.13955 0.00 0.00 0.01
H -1.95664 3.92340 -1.18495 0.00 -0.02 0.02
H 7.40527 -3.72291 1.08012 0.00 0.00 0.01
H 1.99161 2.38144 0.04212 -0.01 0.01 0.01
H 0.97685 -5.49113 0.60500 0.00 0.00 0.00
H -1.89857 3.40482 -3.70731 0.00 0.01 0.02
H -5.88595 0.72446 5.06918 0.00 0.00 0.00
H 0.70859 -1.47170 -4.31491 -0.01 0.01 0.00
H -3.79544 0.61311 -2.49847 0.01 -0.01 0.00
H 0.42370 0.60439 3.77819 0.00 0.01 0.00
H -5.90661 1.02638 2.58236 -0.01 0.01 0.02
H -3.87709 0.80205 1.30841 0.00 0.01 0.03
H 3.18945 -1.18163 -5.46359 0.00 0.00 -0.01
H 4.57383 2.42440 1.01726 0.00 0.00 0.01
H -3.76635 0.17336 6.21665 0.00 0.00 0.00
H -2.37232 1.73140 -3.94226 0.00 0.02 -0.02
H 5.44765 -0.13262 0.55450 0.01 0.00 0.00
H 1.10072 -0.31673 2.39772 0.00 0.00 0.00
H 2.73709 -4.45881 -1.23561 0.00 0.00 -0.01
H -5.90733 3.15005 -2.01935 -0.01 -0.01 0.01
H 4.89548 -1.49890 -3.32926 0.00 0.01 0.00
```
Positions in Å, forces in eV/Å.

Results
Energy above the lowest of the compared OMol25 structures with the same formula, charge and spin = 0.000 eV
E_LUMO (alpha / beta) = 3.722 / 3.721 eV
Spin multiplicity = 2
Energy = -7420.76412 Eh
Net charge = -2



# 3
Computed, not measured: C25H33BrClCrN2O8P as an isolated structure, with the ωB97M-V functional and the def2-TZVPD basis.

Structure (XYZ):
```
72
Properties=species:S:1:pos:R:3:forces:R:3
Br -1.50559 -2.29398 -1.56049 -0.19 -0.37 -0.37
Cr -0.78470 -0.38250 -0.26884 -0.13 0.59 0.44
Cl -3.71466 5.77971 -5.57028 0.00 -0.03 0.03
P 1.13592 0.11557 -1.87038 0.22 -0.18 0.08
O -1.50229 0.94328 -1.56263 -0.73 -0.12 0.60
O -1.42510 -5.90030 5.96877 -0.42 -0.27 0.27
O 0.26744 -5.01370 5.02248 0.57 0.14 -0.21
O -0.22228 0.94571 1.00846 0.43 0.24 0.60
O -0.44563 2.19889 2.84524 0.07 -0.19 -0.12
O -3.64541 1.08250 -0.79902 0.33 -0.05 0.03
O -2.26674 -0.85207 1.07361 0.04 -0.41 0.18
O -0.32075 -1.81931 1.30931 0.00 0.16 -0.17
N 2.31518 0.05016 1.85673 -0.30 0.24 0.00
N -0.92202 -5.12090 5.19141 -0.34 0.36 -0.25
C -2.73067 1.41606 -1.52441 0.44 -0.14 -0.20
C -1.53371 -1.69814 1.65174 0.09 0.23 -0.17
C 1.34761 2.69734 -0.75176 0.06 0.09 -0.06
C -2.95905 2.50100 -2.55319 0.07 0.03 -0.05
C -1.26737 -3.41046 3.44405 0.33 -0.16 0.12
C 0.65445 -0.48925 -3.55964 0.23 0.03 -0.14
C -2.15180 2.62347 -3.67643 0.01 0.08 -0.13
C 2.77123 -0.59457 -1.38471 -0.01 -0.18 0.00
C 1.42240 1.94008 -2.08242 0.07 0.00 0.25
C -2.10185 -2.58549 2.71702 -0.13 0.23 -0.20
C -4.24448 4.40505 -3.29418 -0.12 -0.01 0.12
C 1.02178 -1.95699 -3.81022 -0.02 0.00 -0.15
C -1.82006 -4.23458 4.40316 0.18 -0.13 0.09
C 0.17253 1.39288 2.16691 -0.33 0.04 -0.64
C -3.17711 -4.26554 4.65482 -0.12 -0.11 0.12
C 3.90850 -0.62971 -2.41143 0.06 -0.07 0.04
C 2.58931 -1.99172 -0.76009 0.11 0.02 -0.02
C 1.09820 0.35703 -4.75763 -0.04 -0.05 -0.09
C 1.53596 0.95366 2.70992 0.06 -0.18 -0.17
C 2.70977 2.35929 -2.79900 0.03 0.11 0.01
C -2.38345 3.62222 -4.61508 0.09 -0.10 0.01
C -4.00963 3.39012 -2.37451 -0.09 0.11 -0.05
C -3.42575 4.50760 -4.40628 -0.01 0.00 0.03
C -4.00722 -3.43456 3.91978 -0.03 0.09 -0.09
C -3.47141 -2.59383 2.95080 -0.04 -0.01 0.07
H -1.76262 3.71420 -5.49799 -0.03 0.00 0.04
H 2.07591 -2.06095 -4.08121 -0.09 0.01 0.02
H 2.56853 -2.76426 -1.53465 -0.01 0.07 0.08
H 0.57934 -0.00927 -5.65239 0.08 0.04 0.09
H -1.34389 1.91778 -3.82155 -0.03 0.03 0.01
H 0.80018 -2.59318 -2.95754 0.01 0.03 -0.02
H 3.42765 -2.21321 -0.08805 -0.06 0.02 -0.12
H -4.09324 -1.93410 2.35944 -0.01 -0.01 0.02
H 4.05930 0.31284 -2.93088 0.02 -0.09 0.05
H -4.63876 3.27138 -1.50008 0.03 0.01 -0.06
H 2.09123 2.32537 -0.03817 -0.06 0.02 -0.05
H 2.89739 1.84327 -3.73908 -0.03 0.06 0.09
H 1.32732 0.55037 3.70358 0.00 -0.06 0.12
H 0.85635 1.41810 -4.64912 0.04 -0.14 -0.03
H -3.56044 -4.93299 5.41263 -0.02 0.01 0.00
H 2.17429 0.26229 -4.94177 -0.14 0.01 0.01
H 1.76133 -0.77615 1.67549 -0.16 -0.16 -0.09
H -0.20378 -3.41422 3.26372 0.04 0.02 -0.04
H 2.09760 1.87424 2.86021 0.05 0.08 0.02
H 0.42613 -2.33133 -4.65251 0.09 0.05 0.11
H 1.55102 3.75885 -0.93658 0.03 -0.09 0.00
H -5.05971 5.10777 -3.15397 0.11 -0.08 -0.02
H 0.56095 2.24955 -2.67154 -0.10 0.04 -0.10
H 4.84373 -0.87803 -1.89590 -0.06 0.00 -0.05
H 3.13533 -0.26363 2.35619 0.12 0.00 0.10
H 3.74126 -1.40531 -3.16043 0.01 0.04 0.05
H 3.04775 0.07858 -0.56866 0.00 0.05 0.07
H 3.57679 2.21814 -2.14481 -0.11 0.02 -0.07
H 0.37048 2.61062 -0.29144 -0.03 -0.02 -0.01
H -5.07530 -3.44288 4.10351 0.08 0.00 -0.02
H 2.64196 3.43022 -3.01517 0.03 -0.04 0.01
H -0.42930 -0.43556 -3.49115 -0.22 0.01 0.00
H 1.66735 -2.08336 -0.18373 0.03 0.01 -0.02
```
Positions in Å, forces in eV/Å.

Results
Energy above the lowest of the compared OMol25 structures with the same formula, charge and spin = 0.537 eV
E_LUMO (alpha / beta) = 1.602 / 1.602 eV
Spin multiplicity = 4
Energy = -6104.11716 Eh
Net charge = -1



# 4
Computed, not measured: C25H33CaO2Se as an isolated structure, with the ωB97M-V functional and the def2-TZVPD basis.

Structure (XYZ):
```
62
Properties=species:S:1:pos:R:3:forces:R:3
Se -0.82137 -3.95458 1.95392 0.58 -0.84 -1.00
Ca -0.66835 -1.16242 1.67058 -0.54 0.62 1.38
O 0.15860 -0.29833 -0.19932 0.76 0.05 -1.30
O 1.80764 2.69142 -4.86282 0.56 0.32 -0.75
C -2.96576 -4.80475 6.03051 0.10 0.01 -0.12
C 2.97003 2.11424 -5.50577 0.28 -0.22 -0.03
C 3.25882 3.35338 -6.37139 -0.84 -0.21 0.82
C 1.46208 -0.33530 -2.14196 -0.45 0.27 -0.26
C -1.56596 -4.85639 5.93930 -0.54 0.17 -0.64
C 0.81963 4.16572 -6.58290 -0.25 -0.04 0.10
C 1.40966 1.10967 -1.59419 0.59 -0.24 0.20
C -3.72851 -4.48581 4.89813 0.84 -0.04 -0.07
C -3.10908 -4.21433 3.67806 1.03 -0.14 0.61
C 1.54400 -1.20057 2.82968 -0.12 0.69 0.56
C 2.26123 5.10450 -4.75412 -0.12 0.02 0.21
C -2.80729 -0.43823 0.50904 -0.60 0.01 0.78
C -2.56531 0.75350 1.26547 -0.16 -0.86 0.50
C -1.69074 -4.24254 3.58216 -0.48 -0.42 0.96
C -3.06400 -0.94267 2.75672 0.00 0.66 -0.90
C 0.22488 1.09559 -0.65644 -0.28 -1.02 0.33
C 1.98817 3.91038 -5.64788 0.28 0.54 -0.51
C 0.50987 0.81988 3.29079 0.23 -0.89 -0.03
C -2.73216 0.44407 2.65036 -0.14 -0.80 -1.05
C -0.92441 -4.58741 4.73174 -1.11 0.27 -0.41
C -3.13417 -1.48017 1.43075 -0.41 0.81 -0.01
C 0.59370 -1.40789 3.88316 0.25 0.79 -0.22
C 1.07776 -1.18288 -0.94951 -0.36 0.91 0.94
C -0.04784 -0.16477 4.16357 1.02 -0.34 -0.73
C 1.48741 0.18458 2.46789 -0.27 -0.49 0.88
H -3.29319 -2.52054 1.16523 -0.05 0.30 0.08
H 0.15651 -4.63028 4.64161 -0.13 -0.02 0.03
H 0.30328 -2.36387 4.29991 0.19 0.16 0.03
H -0.08507 4.37329 -5.99949 0.08 -0.11 -0.11
H -3.46116 -5.02144 6.97967 0.15 0.07 -0.26
H 0.63390 3.30450 -7.23574 0.03 0.11 0.19
H -3.16582 -1.50068 3.67924 -0.09 0.06 -0.11
H -4.80121 -4.44847 4.94751 -0.34 -0.02 0.14
H 1.94560 -1.39019 -0.29519 -0.34 0.00 -0.22
H 3.75875 1.89816 -4.77832 -0.17 -0.20 -0.05
H -3.69001 -3.97487 2.79539 0.03 -0.02 0.10
H -2.56351 1.12378 3.47491 -0.03 -0.06 -0.09
H 0.22083 1.86180 3.23756 0.01 -0.04 0.01
H 3.11684 4.91516 -4.09499 -0.20 -0.01 -0.09
H 3.13599 3.19528 -7.44288 0.14 0.14 0.10
H 2.71571 1.22524 -6.09162 0.02 -0.03 0.27
H -2.26675 1.71276 0.86696 -0.05 0.05 -0.01
H 4.18215 3.87462 -6.11785 -0.09 -0.02 -0.20
H 0.53581 -2.12370 -1.15929 0.27 0.50 -0.02
H 1.00974 5.03927 -7.21722 0.09 -0.12 0.11
H 0.31437 1.74700 0.23351 0.03 -0.41 -0.44
H 1.37737 5.31660 -4.14084 0.17 -0.04 -0.01
H 2.31893 1.29055 -1.00111 -0.14 0.10 -0.24
H 2.09829 -1.97890 2.30843 0.04 0.15 0.28
H -0.85462 -0.02315 4.87230 0.14 0.02 -0.09
H 2.09581 0.66978 1.71466 -0.02 0.00 -0.01
H 0.68473 -0.43991 -2.90585 0.21 -0.04 -0.12
H 1.31386 1.86791 -2.37152 0.13 -0.09 -0.03
H -2.69602 -0.55694 -0.56569 -0.15 0.08 0.15
H 2.43153 -0.61711 -2.55154 -0.04 0.08 -0.08
H -0.96826 -5.10922 6.79498 0.10 -0.09 0.36
H 2.47629 5.99853 -5.34875 -0.01 -0.14 -0.02
H -0.72918 1.29711 -1.15953 0.19 0.07 0.06
```
Positions in Å, forces in eV/Å.

Results
Energy above the lowest of the compared OMol25 structures with the same formula, charge and spin = 0.000 eV
E_LUMO = 1.937 eV
Spin multiplicity = 1
Energy = -4201.98302 Eh
Net charge = -1



Max |F| (eV/A)
2.5, 0.1, 1.0, 1.6